{"formula": "C25H14Cl72O5Si", "method": "wB97M-V/def2-TZVPD", "symbols": ["C", "Si", "C", "C", "C", "C", "O", "O", "C", "O", "C", "O", "O", "H", "H", "H", "H", "H", "H", "H", "H", "H", "H", "H", "H", "H", "H", "C", "Cl", "Cl", "Cl", "Cl", "C", "Cl", "Cl", "Cl", "Cl", "C", "Cl", "Cl", "Cl", "Cl", "C", "Cl", "Cl", "Cl", "Cl", "C", "Cl", "Cl", "Cl", "Cl", "C", "Cl", "Cl", "Cl", "Cl", "C", "Cl", "Cl", "Cl", "Cl", "C", "Cl", "Cl", "Cl", "Cl", "C", "Cl", "Cl", "Cl", "Cl", "C", "Cl", "Cl", "Cl", "Cl", "C", "Cl", "Cl", "Cl", "Cl", "C", "Cl", "Cl", "Cl", "Cl", "C", "Cl", "Cl", "Cl", "Cl", "C", "Cl", "Cl", "Cl", "Cl", "C", "Cl", "Cl", "Cl", "Cl", "C", "Cl", "Cl", "Cl", "Cl", "C", "Cl", "Cl", "Cl", "Cl", "C", "Cl", "Cl", "Cl", "Cl"], "xyz": [[3.22504, 3.38309, 0.53320], [2.03502, 1.97233, -0.12503], [0.38527, 2.73870, -0.76646], [1.78290, 0.78418, 1.41872], [2.78975, 0.93450, -1.56032], [1.61348, 0.05216, -2.30869], [0.72540, -0.66683, -1.35392], [1.30786, -1.78969, -1.01989], [4.17461, 0.11692, -1.23482], [4.98859, 0.58221, -2.40222], [4.62140, 2.02198, -2.44406], [5.42075, 3.08550, -2.32275], [3.13507, 1.94897, -2.59002], [4.34870, 3.05561, 0.57180], [2.86723, 3.57099, 1.65441], [3.06222, 4.38131, -0.05536], [0.22637, 2.54930, -1.93408], [0.38873, 3.90318, -0.61133], [-0.48704, 2.19389, -0.20783], [1.35317, 1.50222, 2.26921], [1.06025, -0.10698, 1.17833], [2.88448, 0.42408, 1.70190], [0.89940, 0.73133, -2.97586], [2.12043, -0.70282, -3.05596], [1.87311, -1.62179, -0.19680], [4.69094, 0.67025, -0.31614], [4.06159, -1.04226, -1.07475], [-2.28855, 5.64047, 0.08901], [-2.99195, 7.07627, 0.87532], [-1.22148, 4.79621, 1.23932], [-3.59582, 4.54362, -0.42328], [-1.34494, 6.14580, -1.33532], [0.47827, -4.81008, 0.86987], [0.51178, -5.68109, -0.68409], [0.44204, -5.98512, 2.20874], [1.93396, -3.79259, 1.01187], [-0.97471, -3.78150, 0.94294], [-3.59957, -2.03488, -1.68518], [-3.43234, -1.59666, 0.03370], [-4.50269, -0.75786, -2.53856], [-1.98296, -2.20734, -2.41409], [-4.48030, -3.57764, -1.82179], [0.44418, -4.80877, -4.69885], [1.80411, -5.13537, -5.80271], [1.03195, -3.89590, -3.28612], [-0.79519, -3.85275, -5.55001], [-0.26414, -6.35106, -4.15657], [-6.87854, 3.09207, 2.25145], [-8.45593, 3.61204, 1.60644], [-7.09872, 2.41479, 3.88468], [-6.18018, 1.84952, 1.18241], [-5.77931, 4.49194, 2.33226], [8.38995, 3.42286, -0.34052], [7.01386, 3.74034, 0.74583], [9.90520, 3.90350, 0.46424], [8.44996, 1.68545, -0.73077], [8.19078, 4.36214, -1.84136], [6.52085, 7.31708, 3.19571], [7.47164, 8.16103, 4.44404], [7.60886, 6.33289, 2.18466], [5.31902, 6.25983, 3.97820], [5.68390, 8.51459, 2.17594], [2.98674, 3.28310, 6.30778], [3.81819, 3.73991, 7.81595], [3.45533, 1.62626, 5.84959], [1.22391, 3.35446, 6.55640], [3.44953, 4.41176, 5.00916], [-6.82575, -6.47302, -3.59631], [-5.99430, -6.01621, -2.08814], [-6.35716, -8.12986, -4.05450], [-8.58858, -6.40166, -3.34768], [-6.36296, -5.34436, -4.89492], [-5.98549, -11.47578, -1.34107], [-5.31117, -12.05855, -2.88387], [-4.97121, -12.05184, 0.00579], [-6.01630, -9.69434, -1.34160], [-7.64326, -12.09838, -1.14459], [4.44794, -0.09079, 9.36322], [4.48145, -0.96180, 7.80926], [4.41171, -1.26583, 10.70209], [5.90363, 0.92670, 9.50522], [2.99496, 0.93779, 9.43629], [0.08734, -4.62593, -9.50272], [-0.92223, -4.39857, -10.95312], [0.33974, -3.05419, -8.70238], [-0.73056, -5.74029, -8.37856], [1.66239, -5.31069, -9.97684], [-5.25123, -6.87224, 2.15427], [-6.82385, -6.51763, 2.91302], [-5.33799, -8.44021, 1.31250], [-4.85471, -5.59014, 0.98232], [-3.98838, -6.94100, 3.40923], [6.45368, 5.25707, 10.54156], [5.07758, 5.57455, 11.62790], [7.96892, 5.73771, 11.34632], [6.51369, 3.51966, 10.15130], [6.25451, 6.19635, 9.04072], [-8.35485, 7.50451, 0.76548], [-6.64741, 7.38840, 1.26120], [-8.65960, 6.38044, -0.58294], [-9.40312, 7.07899, 2.14190], [-8.70924, 9.17021, 0.24175], [8.51852, 3.36744, 6.73473], [9.34998, 3.82426, 8.24289], [8.98711, 1.71060, 6.27654], [6.75569, 3.43881, 6.98335], [8.98131, 4.49611, 5.43611], [-3.89550, -4.88146, -13.55932], [-4.07444, -6.38407, -12.61873], [-4.23389, -3.48083, -12.51130], [-2.23107, -4.76693, -14.18468], [-5.04258, -4.89401, -14.92259], [-8.35894, 0.25388, -3.70333], [-7.52749, 0.71069, -2.19516], [-7.89035, -1.40296, -4.16151], [-10.12178, 0.32524, -3.45470], [-7.89615, 1.38254, -5.00194]], "forces_ev_per_angstrom": [[-0.07, 0.34, 0.76], [-0.26, 0.27, 1.06], [-0.69, 0.13, -1.02], [0.34, 0.39, 0.18], [-1.39, -1.35, -0.82], [0.25, 0.21, -1.13], [-0.50, 4.97, -2.64], [2.94, -3.85, 2.50], [-0.29, 2.14, 0.26], [-0.41, 2.48, 1.44], [2.02, 2.70, 0.21], [-5.88, -7.69, -1.20], [4.32, 0.35, 1.52], [-2.11, 0.83, -0.16], [0.81, -0.33, -2.28], [0.61, -1.91, 1.04], [0.39, 0.42, 2.57], [-0.17, -2.48, -0.23], [1.41, 1.33, -1.04], [0.92, -1.90, -1.59], [1.37, 1.69, 0.73], [-2.48, 0.58, -0.27], [1.63, -1.26, 1.77], [-1.04, 1.18, 1.59], [-1.15, -0.11, -1.28], [-1.11, -1.67, -1.54], [0.49, 2.43, -0.88], [-0.04, -0.11, -0.06], [0.15, -0.31, -0.16], [-0.45, 0.40, -0.01], [0.40, 0.28, 0.08], [-0.23, -0.08, 0.35], [-0.32, -0.13, -0.12], [-0.05, 0.15, 0.70], [0.05, 0.31, -0.30], [-0.05, -0.45, 0.26], [0.43, -0.28, -0.05], [0.23, 0.01, -0.16], [-0.09, -0.03, -0.30], [0.27, -0.36, 0.26], [-0.47, 0.02, 0.25], [0.40, 0.79, -0.02], [0.05, 0.15, -0.01], [-0.29, 0.07, 0.26], [-0.13, -0.02, -0.62], [0.26, -0.20, 0.45], [0.13, 0.32, -0.11], [0.00, 0.06, 0.06], [0.43, -0.21, 0.18], [0.05, 0.15, -0.40], [-0.11, 0.24, 0.20], [-0.28, -0.66, 0.13], [-0.12, -0.03, -0.26], [0.32, -0.53, -0.50], [-0.33, -0.09, -0.11], [-0.02, 0.39, 0.10], [0.18, -0.21, 0.50], [0.15, 0.12, -0.13], [-0.25, -0.21, -0.24], [-0.29, 0.68, 0.56], [0.72, 0.54, -0.28], [0.19, -0.28, 0.24], [-0.05, -0.09, 0.04], [-0.37, 0.09, -0.43], [-0.12, 0.53, 0.06], [0.42, -0.02, -0.05], [-0.49, -0.62, 0.44], [-0.06, -0.04, -0.18], [-0.50, -0.67, -0.34], [-0.16, 0.66, -0.19], [0.46, -0.01, -0.04], [-0.09, -0.22, 0.32], [-0.05, 0.04, 0.01], [-0.15, 0.14, 0.34], [-0.23, 0.14, -0.31], [-0.03, -0.92, -0.04], [0.41, 0.16, -0.05], [-0.08, -0.06, 0.01], [0.05, 0.09, 0.44], [0.02, 0.30, -0.34], [-0.47, -1.15, -0.29], [0.33, -0.41, 0.09], [-0.05, 0.00, 0.02], [0.27, -0.06, 0.37], [-0.02, -0.35, -0.30], [0.17, 0.18, -0.43], [-0.36, 0.16, 0.13], [0.01, -0.12, 0.11], [0.38, -0.07, -0.20], [0.08, 0.70, 0.47], [-0.01, -0.23, 0.35], [-0.27, 0.06, -0.29], [0.19, 0.06, -0.01], [0.32, -0.10, -0.28], [-0.33, -0.08, -0.17], [-0.22, 1.30, 0.76], [0.04, -0.15, 0.40], [0.01, 0.02, 0.01], [-0.50, 0.30, -0.26], [0.08, 0.32, 0.28], [0.25, 0.14, -0.32], [0.08, -0.40, 0.12], [-0.05, 0.03, -0.08], [-0.11, -0.09, -0.39], [-0.11, 0.36, 0.12], [0.71, -0.10, -0.53], [-0.13, -0.25, 0.29], [-0.06, -0.03, 0.00], [0.06, 0.38, -0.23], [0.09, -0.34, -0.25], [-0.40, -0.02, 0.13], [0.29, 0.01, 0.33], [-0.02, -0.03, 0.00], [-0.31, -0.02, -0.34], [-0.11, 0.38, 0.12], [0.43, -0.01, -0.06], [-0.10, -0.27, 0.31]], "energy_ha": -34760.03445, "multiplicity": 1, "max_force_ha_per_bohr": 0.18966}

***

{"formula": "C25H15Cl4I2IrN2O9S2", "method": "wB97M-V/def2-TZVPD", "symbols": ["Ir", "I", "C", "C", "C", "I", "C", "O", "C", "C", "N", "C", "C", "C", "C", "C", "C", "N", "C", "H", "H", "H", "H", "H", "H", "H", "H", "H", "H", "H", "O", "S", "O", "O", "C", "C", "C", "C", "C", "C", "S", "O", "O", "O", "H", "H", "H", "H", "Cl", "C", "C", "Cl", "C", "Cl", "C", "O", "C", "O", "C", "Cl"], "xyz": [[-0.42789, 0.12103, -0.70098], [2.97552, 1.37771, 5.73199], [1.60561, 0.91877, 4.21502], [1.33861, -0.40824, 3.91488], [0.41896, -0.68640, 2.93162], [0.44458, -4.08306, 5.06956], [-0.31233, 0.29665, 2.24402], [-1.22602, -0.00642, 1.37431], [0.09249, 1.63146, 2.48793], [-0.31665, 2.64033, 1.44941], [0.46218, 2.32475, 0.23281], [0.62432, 3.35201, -0.76498], [0.19988, 2.94024, -2.17035], [0.14537, 3.89542, -3.18035], [-0.22931, 3.51569, -4.45316], [-0.53374, 2.18293, -4.69713], [-0.45050, 1.29288, -3.64705], [-0.09243, 1.66829, -2.41407], [1.02247, 1.93360, 3.47069], [1.85004, -1.21848, 4.41838], [-0.10978, 3.66028, 1.79589], [-1.37665, 2.54638, 1.21331], [1.33910, 1.88897, 0.49714], [1.67044, 3.66859, -0.82958], [0.04170, 4.23445, -0.48883], [0.39500, 4.92604, -2.95642], [-0.28899, 4.24814, -5.24869], [-0.83750, 1.84146, -5.67707], [-0.68179, 0.24133, -3.76805], [1.31398, 2.96458, 3.63449], [1.91162, -0.19678, 0.67760], [2.55293, -0.76500, -0.50033], [3.84319, -0.19090, -0.80535], [1.64380, -0.83299, -1.65695], [2.89662, -2.44123, 0.04909], [4.11841, -2.97587, -0.33413], [4.54549, -4.19437, 0.16921], [3.76882, -4.87963, 1.08739], [2.53644, -4.37488, 1.46378], [2.08638, -3.16750, 0.94122], [0.34953, -2.83598, 1.24841], [-0.24774, -4.09020, 1.58526], [0.23380, -2.05838, 2.62294], [-0.14360, -2.13382, 0.10400], [4.73718, -2.39101, -1.00110], [5.49712, -4.60383, -0.14664], [4.10917, -5.82240, 1.49588], [1.89257, -4.92228, 2.13832], [-7.38041, 0.92364, -0.18495], [-5.81385, 0.38907, -0.66873], [-5.67108, -0.89889, -1.26935], [-7.06933, -1.88524, -1.48684], [-4.44038, -1.35150, -1.67016], [-4.24066, -2.89067, -2.41725], [-3.26137, -0.56952, -1.46646], [-2.12358, -0.94900, -1.83705], [-3.40834, 0.76310, -0.84985], [-2.39622, 1.48181, -0.71491], [-4.72230, 1.19371, -0.48145], [-4.86090, 2.76118, 0.22362]], "forces_ev_per_angstrom": [[-0.81, 0.71, -0.21], [-0.06, -0.01, -0.05], [0.07, 0.01, 0.03], [0.06, -0.01, 0.05], [0.10, -0.16, -0.10], [-0.02, -0.01, -0.03], [-0.12, -0.12, -0.06], [0.19, 0.05, -0.22], [0.02, 0.03, -0.02], [0.01, -0.03, -0.02], [0.23, -0.27, 0.17], [-0.16, -0.12, -0.10], [-0.01, -0.06, 0.09], [0.03, 0.06, -0.04], [0.00, 0.02, -0.01], [0.00, 0.01, -0.03], [0.03, -0.01, 0.08], [-0.01, -0.07, 0.08], [-0.04, -0.03, -0.02], [-0.02, 0.01, -0.03], [0.04, 0.00, 0.04], [-0.03, 0.05, -0.02], [0.06, 0.13, -0.02], [0.02, 0.05, -0.01], [-0.02, 0.03, -0.01], [-0.02, -0.02, 0.01], [0.00, 0.00, 0.01], [0.02, -0.01, 0.01], [-0.02, 0.02, 0.01], [-0.01, 0.00, -0.01], [0.19, 0.17, 0.08], [0.26, 0.09, -0.12], [0.00, -0.16, -0.16], [0.09, -0.05, 0.33], [-0.09, -0.12, 0.16], [-0.09, 0.06, 0.12], [0.06, -0.06, 0.00], [0.10, -0.08, 0.01], [-0.11, 0.14, -0.01], [0.02, -0.01, -0.23], [0.24, -0.13, -0.17], [0.04, 0.02, -0.01], [-0.16, 0.22, 0.18], [-0.09, -0.15, 0.25], [0.00, -0.03, 0.01], [0.00, 0.02, 0.01], [-0.01, 0.01, 0.01], [0.03, -0.03, -0.03], [0.00, -0.01, -0.01], [0.00, -0.06, -0.03], [0.00, 0.03, 0.01], [0.01, 0.03, 0.00], [-0.05, -0.01, 0.00], [0.00, 0.04, 0.02], [-0.03, 0.16, -0.04], [0.09, -0.25, 0.05], [-0.07, -0.13, -0.10], [0.07, 0.06, 0.09], [-0.07, 0.00, 0.02], [0.02, -0.04, -0.02]], "energy_ha": -5085.20624, "multiplicity": 6, "de_lowest_ev": 0.000, "s2": 8.78, "charge": -1, "max_force_ha_per_bohr": 0.02133}

***

Q: The lowest multiplicity belongs to which entry?
A: C25H14Cl72O5Si

***

Q: What is the multiplicity in the second record?
A: 6